A molecular structure, C23H31AuClN6O4Sb. Source: the OMol25 dataset; level of theory: wB97M-V/def2-TZVPD.

CARTESIAN COORDINATES (ANGSTROEM)
Au1 -0.170 0.384 0.076
C1 3.905 0.794 0.118
C2 3.592 -0.620 -0.260
C3 4.602 -1.454 -0.756
C4 4.318 -2.756 -1.102
C5 3.013 -3.212 -0.937
C6 2.067 -2.330 -0.445
N1 2.338 -1.062 -0.114
Sb1 0.138 -3.197 -0.126
C7 -0.466 -2.104 1.634
C8 -0.716 -2.911 2.724
C9 -1.224 -2.363 3.897
C10 -1.506 -1.018 3.920
C11 -1.252 -0.220 2.807
C12 -1.601 1.231 2.860
N2 -0.713 -0.770 1.698
C13 -1.234 -1.979 -1.301
C14 -2.049 -2.667 -2.181
C15 -3.095 -2.012 -2.818
C16 -3.343 -0.690 -2.506
C17 -2.532 -0.020 -1.601
C18 -2.866 1.365 -1.147
N3 -1.470 -0.667 -1.067
H1 4.962 1.004 -0.025
H2 3.327 1.495 -0.484
H3 3.649 0.977 1.161
H4 5.605 -1.063 -0.855
H5 5.089 -3.411 -1.485
H6 2.749 -4.234 -1.183
H7 -0.528 -3.974 2.657
H8 -1.418 -2.985 4.761
H9 -1.932 -0.550 4.796
H10 -2.362 1.392 3.619
H11 -0.731 1.824 3.138
H12 -1.977 1.600 1.908
H13 -1.870 -3.718 -2.364
H14 -3.728 -2.538 -3.521
H15 -4.186 -0.164 -2.932
H16 -3.704 1.758 -1.716
H17 -3.155 1.344 -0.093
H18 -2.022 2.046 -1.238
O1 1.985 3.459 0.395
Cl1 0.951 3.036 1.274
O2 1.129 3.442 2.607
O3 -0.339 3.350 0.740
O4 1.030 1.483 1.315
C19 0.029 0.766 -4.942
N4 0.560 0.759 -3.581
C20 1.354 -0.409 -3.231
C21 0.387 1.780 -2.734
N5 0.413 1.647 -1.407
N6 0.221 3.019 -3.252
C22 1.094 3.493 -4.333
C23 -0.363 4.098 -2.458
H19 -0.442 -0.199 -5.130
H20 0.821 0.909 -5.678
H21 -0.713 1.552 -5.053
H22 2.016 -0.640 -4.066
H23 0.727 -1.281 -3.051
H24 1.961 -0.198 -2.355
H25 0.591 2.548 -0.980
H26 1.663 2.675 -4.760
H27 1.794 4.225 -3.927
H28 0.504 3.968 -5.116
H29 -1.150 3.721 -1.810
H30 -0.802 4.819 -3.144
H31 0.387 4.613 -1.850

The LUMO energy comes out at -7.262 eV. The calculation puts the energy relative to the best compared isomer or geometry (same formula, charge and spin) at 0.000 eV. The charge is +2. The spin multiplicity is 1. For the HOMO-LUMO gap, the calculation gives 7.52 eV.

Atomic partial charges in e from the natural (NBO) method, atoms 1 to 5: number 1, Au, carries 1.49; number 2, C, carries -0.65; number 3, C, carries 0.24; number 4, C, carries -0.22; number 5, C, carries -0.14